Record 1
127
Properties=species:S:1:pos:R:3:forces:R:3 method="wB97M-V/def2-TZVPD" homo_lumo_gap_ha=0.337 relative_energy_kj_mol=229.93 charge=-1
As 0.325755 0.072401 -0.483013 0.075 -1.194 1.437
F 0.577666 -0.404193 1.283050 0.048 0.552 -1.906
F -0.981245 1.084060 0.147606 0.483 -0.401 -0.813
F 0.011558 0.571243 -2.143115 0.177 -0.220 1.100
F 1.750172 -0.868010 -0.958399 -0.846 0.432 0.329
F -0.720653 -1.393149 -0.661198 1.282 2.171 0.103
F 1.483388 1.451960 -0.263922 -1.147 -0.873 -0.151
C 4.414570 1.872852 -1.170810 1.073 0.944 1.388
C 3.801664 2.930472 -2.123758 0.384 0.251 -0.833
C 3.214678 2.254401 -3.358047 -0.630 -0.349 0.330
S 4.223288 0.775562 -3.567224 -0.387 -2.716 -0.568
O 5.401029 1.141441 -4.359653 -0.951 -0.177 0.781
O 3.415146 -0.410178 -3.972225 1.384 2.287 0.378
C 4.694663 0.513455 -1.781453 -1.765 0.051 -1.456
H 3.821990 1.713813 -0.269900 -0.218 0.198 -0.276
H 5.331292 2.356513 -0.833454 0.200 -0.247 0.211
H 4.609537 3.590597 -2.439475 0.130 -0.065 -0.137
H 3.083382 3.614789 -1.672235 -0.172 -0.445 0.298
H 3.187942 2.800469 -4.301022 0.543 0.102 0.126
H 2.174091 1.982934 -3.180305 0.067 -0.548 0.144
H 5.622457 -0.056138 -1.727813 0.337 0.825 -0.047
H 3.922921 -0.155121 -1.399970 -0.088 -0.174 -0.349
C 4.847000 -1.243524 2.143057 1.310 -2.602 2.077
C 3.716978 -0.335207 1.957671 -1.276 1.932 -0.718
C 3.066775 -0.107465 3.334041 2.005 -0.082 0.872
S 4.592452 0.118339 4.502436 -3.352 -2.532 -0.280
O 4.297376 -0.775926 5.641493 1.086 1.053 -1.149
O 4.844502 1.512471 4.758500 0.680 0.001 -0.307
C 5.731087 -0.727212 3.295779 -0.105 1.934 0.444
H 5.484452 -1.509623 1.299877 -0.243 0.415 -0.254
H 4.469951 -2.191086 2.527848 -0.178 -0.422 -0.236
H 2.976713 -0.655409 1.224477 0.016 -0.343 0.137
H 4.162126 0.545986 1.495665 -0.381 0.724 0.336
H 2.661189 -1.057860 3.680956 -0.080 0.026 0.072
H 2.364854 0.684240 3.595971 0.245 0.109 -0.670
H 6.358020 -1.386152 3.896478 -0.169 -0.220 -0.387
H 6.300907 0.124823 2.925040 0.434 -0.060 0.042
C -3.316180 -0.456781 3.855430 0.178 0.034 -0.764
C -4.795952 -0.214020 3.788940 -1.080 -0.503 -0.240
C -5.369432 -1.217241 2.713385 0.692 1.325 1.597
S -4.162737 -1.102422 1.350041 0.544 -2.491 0.464
O -4.663802 -0.173509 0.376423 -0.155 0.882 -0.284
O -3.796634 -2.435109 0.889971 -0.455 1.438 0.914
C -2.851301 -0.327996 2.373061 -0.028 0.624 0.578
H -3.078055 -1.450393 4.235077 0.051 -0.043 -0.040
H -2.922786 0.289887 4.545238 0.626 -0.001 -0.341
H -4.956988 0.844808 3.586334 -0.194 -0.010 -0.500
H -5.295857 -0.387266 4.741916 -0.002 -0.186 0.100
H -6.411835 -0.984885 2.495455 0.255 -0.158 -0.613
H -5.276949 -2.167219 3.239779 -0.052 -0.334 -0.647
H -2.890940 0.710860 2.045488 -0.092 0.176 0.159
H -1.827337 -0.658846 2.199447 -0.366 -0.582 -0.300
C 2.063780 -4.560928 2.230990 -0.014 0.478 -0.602
C 1.211961 -5.806863 2.233542 -0.965 0.480 0.042
C -0.123587 -5.425729 2.943997 0.547 0.127 -0.075
S -0.520624 -3.726377 2.227736 0.883 -0.529 -1.339
O -0.855208 -2.684966 3.203327 -0.244 -1.281 -0.372
O -1.326949 -3.995850 1.039371 0.721 0.512 1.868
C 1.247906 -3.387824 1.697312 -1.368 0.243 0.522
H 2.916494 -4.758052 1.581286 0.331 0.282 0.295
H 2.335485 -4.311280 3.256641 0.473 -0.077 0.001
H 1.766903 -6.632823 2.678440 -0.344 -0.096 0.218
H 1.013764 -6.040830 1.187567 -0.219 -0.225 -0.017
H -0.016273 -5.332960 4.024730 0.202 0.164 0.035
H -0.900638 -6.166770 2.756464 -0.255 0.492 -0.265
H 1.510832 -2.436096 2.159016 -0.090 -0.109 -0.008
H 1.129584 -3.225330 0.626005 0.419 -0.479 -0.038
C 0.323306 -4.745416 -4.908650 -0.311 0.177 1.385
C 1.116733 -3.469358 -4.536207 0.385 0.101 1.682
C 0.642922 -2.877236 -3.119272 0.080 -0.881 -0.818
S 0.059485 -4.337427 -2.177646 0.041 -0.736 -0.165
O -1.282963 -4.165760 -1.691655 0.563 -0.088 -0.362
O 1.101802 -4.815336 -1.243918 -0.717 0.731 -0.860
C 0.085101 -5.570909 -3.578173 0.373 1.417 -0.029
H 0.838130 -5.356857 -5.649723 0.074 0.110 0.018
H -0.595577 -4.362181 -5.352372 -0.367 -0.545 0.185
H 1.085272 -2.712980 -5.320440 -0.138 -0.009 0.151
H 2.162078 -3.736657 -4.381637 0.144 0.031 -0.158
H -0.162564 -2.144660 -3.170504 -0.224 -0.402 -0.186
H 1.427813 -2.419548 -2.517141 0.191 -0.249 -0.331
H -0.812700 -6.185971 -3.516875 -0.041 0.284 -0.114
H 0.939432 -6.151987 -3.230943 0.126 -0.174 -0.629
C -4.552791 0.899911 -2.710044 0.537 -0.779 -0.213
C -5.090917 0.325187 -4.001227 -0.900 -0.153 -0.408
C -5.051537 -1.198858 -3.831873 0.833 0.121 -0.171
S -3.359012 -1.528535 -3.073621 -0.375 -1.378 1.184
O -2.422925 -1.911305 -4.147148 -1.043 1.039 0.910
O -3.467492 -2.453763 -1.935102 -0.175 1.925 -1.923
C -3.144554 0.263988 -2.544024 -0.364 0.190 -0.220
H -5.246192 0.569199 -1.936789 0.369 0.222 0.436
H -4.564091 1.986767 -2.791987 0.328 0.007 0.357
H -4.584732 0.761752 -4.862205 0.330 -0.488 -0.144
H -6.130689 0.637375 -4.098677 -0.170 -0.038 -0.136
H -5.150586 -1.837683 -4.709472 0.320 0.293 -0.188
H -5.874499 -1.481862 -3.175562 0.454 -0.126 0.492
H -2.442512 0.702487 -3.253229 -0.027 -0.119 -0.248
H -2.697414 0.408190 -1.560478 -0.269 -0.684 0.076
C 1.049094 4.750379 2.786414 -1.695 1.617 2.775
C 1.260911 3.269771 2.670053 1.833 -0.510 -0.533
C 0.091439 2.383880 2.966980 -1.184 1.184 -0.228
S -0.989390 3.418053 4.051904 1.113 0.364 -1.667
O -0.459823 3.380245 5.393754 -0.499 -0.035 0.150
O -2.369819 3.113616 3.712911 0.546 0.434 0.721
C -0.425481 5.078035 3.280154 -0.296 -1.443 -1.045
H 1.464924 5.326703 1.959940 -0.567 0.043 -0.032
H 1.592193 5.024729 3.690780 0.455 0.460 -0.262
H 2.068898 3.051043 3.368199 0.174 -0.340 -0.246
H 1.645746 3.186632 1.653638 -0.059 -1.100 0.040
H 0.320326 1.422140 3.426095 -0.198 0.184 0.002
H -0.483425 2.272753 2.047584 -0.215 -0.457 0.204
H -0.572871 5.921711 3.954386 0.410 -0.374 0.343
H -1.155741 5.234053 2.486126 0.091 -0.149 -0.274
C -1.578570 4.516571 -0.519679 0.776 1.238 -1.509
C -2.423186 3.643955 -1.494381 0.191 0.186 0.549
C -2.766757 4.402242 -2.777821 1.544 1.081 1.239
S -1.254169 5.496275 -3.040135 -0.968 -1.217 0.028
O -1.724840 6.858346 -3.159159 0.494 -0.037 0.172
O -0.488353 4.879951 -4.111090 0.069 0.579 0.701
C -0.452167 5.177260 -1.357412 -0.217 -0.846 -1.186
H -1.055389 3.971882 0.266266 -0.661 -0.186 0.164
H -2.194073 5.343424 -0.165331 -0.124 -0.222 0.557
H -3.380487 3.521197 -0.987835 0.185 -1.042 0.051
H -1.857117 2.740660 -1.721822 -0.410 -0.249 0.251
H -3.580815 5.069904 -2.495632 -0.038 0.160 -0.703
H -2.941628 3.784416 -3.658624 0.075 0.242 0.109
H 0.116495 6.022769 -0.970311 -0.731 0.400 -0.033
H 0.319428 4.433081 -1.554719 -0.091 -0.250 -0.322

Record 2
115
Properties=species:S:1:pos:R:3:forces:R:3 method="wB97M-V/def2-TZVPD" homo_lumo_gap_ha=0.273 charge=+1
C -0.220842 -5.213919 -4.264743 3.411 8.796 -1.910
C 0.338321 -3.963767 -4.574749 -4.413 -7.199 2.292
C 0.710612 -2.373262 -4.810815 0.257 -0.399 0.185
C 2.261124 -1.997136 -4.303457 -0.057 -0.108 -1.467
C 2.294708 -0.580796 -3.493227 0.676 0.156 -3.833
N 2.294638 -0.650523 -1.990137 -0.195 1.947 1.517
C 1.555408 -1.779009 -1.350149 -2.793 -2.695 0.592
C 2.301766 -3.185747 -1.081883 -0.264 -1.761 -0.072
C 2.701127 -3.538828 0.466297 0.915 -0.622 0.902
C 3.021286 -2.287826 1.452213 -0.560 1.588 0.333
S 3.304776 -2.989346 3.196380 0.228 1.626 0.689
C 3.130692 -1.651976 4.495467 -3.338 0.490 3.197
N 2.027719 -1.894245 5.536702 5.223 3.590 -2.910
N 2.072156 -0.826874 6.446764 5.473 2.241 -4.154
C 3.193924 0.094144 5.972155 -2.307 -3.151 -0.246
O 3.868654 -0.404076 4.749177 -4.327 -2.420 2.939
C 1.639336 0.623406 -1.406920 -2.477 1.971 0.546
C -0.006468 0.687897 -1.704061 0.243 -0.358 0.989
C -0.477064 2.263342 -1.716028 0.271 -0.893 1.193
C -2.106127 2.280039 -1.531772 -2.817 2.977 -4.843
O -2.826923 2.857356 -2.513082 4.319 -3.992 6.899
O -2.698652 1.705566 -0.302229 1.594 -0.603 -3.557
B 3.775642 -0.501655 -1.570217 4.227 1.066 1.528
O 4.239040 0.512383 -0.556192 -2.334 -3.654 -1.020
C 5.029171 -1.378444 -2.220901 0.451 -0.048 -0.166
C 5.981903 -2.110255 -1.083514 0.887 -0.843 -0.730
H -0.772628 -6.218501 -3.980707 1.692 2.616 -0.867
H -0.010456 -1.639672 -4.222073 1.108 -2.012 -1.120
H 0.614297 -2.046315 -5.955064 0.124 -1.165 2.549
H 2.849299 -1.805102 -5.324425 -1.093 -0.324 2.417
H 2.802840 -2.898017 -3.798353 -1.261 1.814 -0.767
H 1.413020 0.069141 -3.965155 1.730 -1.330 1.647
H 3.276339 -0.008501 -3.867182 -2.126 -1.126 1.295
H 1.055380 -1.457770 -0.315910 1.423 -0.381 -2.360
H 0.613964 -2.005416 -2.052707 2.212 0.525 1.490
H 3.242698 -3.433252 -1.738684 -1.899 0.976 1.174
H 1.517107 -4.039400 -1.381048 1.708 2.019 0.518
H 1.904646 -4.230210 1.017276 1.495 1.679 -1.362
H 3.691601 -4.205293 0.418234 -2.167 1.452 0.136
H 3.975756 -1.659150 1.203120 -1.736 -1.377 0.098
H 2.117780 -1.520688 1.586978 1.771 -1.729 -0.521
H 3.567889 1.118711 6.433892 -0.907 -2.594 -1.196
H 1.681801 0.625947 -0.208838 0.435 0.004 -2.931
H 2.139946 1.583117 -1.869090 -0.689 -2.144 1.013
H -0.533588 0.154094 -0.776438 1.105 1.199 -2.030
H -0.322884 0.071015 -2.647039 0.582 1.477 1.595
H 0.045732 2.778659 -0.777212 -1.286 -1.069 -1.870
H -0.079529 2.811685 -2.674046 -1.390 -1.082 1.774
H -2.761388 0.697275 -0.453868 0.072 2.229 0.293
H 3.803283 0.332620 0.331721 0.573 0.689 -1.471
H 4.693140 -2.220839 -2.958416 0.592 1.773 1.205
H 5.755397 -0.632344 -2.803542 -1.757 -1.488 1.112
H 6.481411 -3.035972 -1.645263 -1.055 1.971 1.294
H 5.385360 -2.570438 -0.186246 1.220 1.127 -1.637
H 6.903407 -1.436615 -0.743949 -2.401 -1.344 -0.506
C -5.212649 0.986379 1.164759 0.169 -0.032 -0.063
C -6.487129 0.254621 1.480195 -0.850 -0.224 0.267
O -6.496393 -0.923610 1.829549 0.182 0.138 -0.287
N -7.661384 0.940346 1.368674 0.992 -0.565 0.150
C -7.852735 2.315642 0.976627 -0.489 -0.083 0.038
H -4.360700 0.312939 1.297713 -0.322 0.023 0.096
H -5.224339 1.327356 0.125817 0.018 0.193 0.205
H -5.090859 1.835314 1.843059 0.059 0.035 -0.248
H -8.477544 0.384543 1.596547 -0.065 0.082 -0.188
H -8.360846 2.834319 1.794293 0.074 0.221 -0.209
H -8.493314 2.330355 0.090673 0.069 0.268 0.048
H -6.913884 2.822132 0.753878 -0.096 -0.162 0.060
C 4.868118 3.401834 0.446672 -0.079 -0.178 -0.204
C 3.806776 4.057933 1.284737 -0.448 0.399 0.432
O 2.638439 3.676744 1.277909 0.204 -0.149 -0.169
N 4.174560 5.109777 2.072068 -0.427 -0.741 -0.509
C 5.484806 5.696960 2.214292 -0.160 0.355 0.347
H 4.427195 2.580815 -0.126503 0.094 0.409 0.211
H 5.290542 4.125528 -0.255914 0.171 -0.085 0.135
H 5.652274 2.992213 1.089266 0.090 0.129 -0.170
H 3.408604 5.501195 2.607847 0.196 -0.070 -0.115
H 5.776160 5.626600 3.265930 0.269 0.106 -0.160
H 5.417252 6.750954 1.931442 0.317 -0.053 0.039
H 6.234429 5.202936 1.596556 -0.210 0.021 0.081
C -0.418092 -2.948588 7.005605 0.095 -0.110 0.036
C -1.692571 -3.680346 7.321041 -0.311 -0.897 0.341
O -1.701835 -4.858577 7.670395 0.063 0.617 -0.216
N -2.866828 -2.994622 7.209520 0.467 -0.372 0.053
C -3.058178 -1.619326 6.817473 -0.502 -0.143 0.086
H 0.433857 -3.622027 7.138559 -0.334 0.101 -0.031
H -0.429782 -2.607612 5.966663 0.068 0.120 0.208
H -0.296301 -2.099653 7.683905 0.045 0.053 -0.230
H -3.682986 -3.550424 7.437392 0.204 0.157 -0.059
H -3.566289 -1.100648 7.635139 0.074 0.265 -0.199
H -3.698757 -1.604612 5.931519 0.068 0.321 0.003
H -2.119326 -1.112835 6.594723 -0.092 -0.186 0.077
C -10.954581 -2.084611 -1.620953 -0.316 0.023 -0.040
C -9.946362 -1.495276 -0.674673 0.388 0.392 0.588
O -10.261197 -0.692053 0.200585 0.070 -0.196 -0.293
N -8.643936 -1.878751 -0.809442 -0.760 0.342 0.055
C -8.084640 -2.801924 -1.766884 0.383 0.110 0.302
H -11.947840 -1.686547 -1.392934 0.326 -0.030 0.050
H -10.702979 -1.815866 -2.650650 -0.034 -0.205 0.041
H -10.983809 -3.171724 -1.507171 0.022 0.080 -0.193
H -8.022248 -1.441993 -0.138842 -0.016 -0.205 0.007
H -7.605806 -3.615299 -1.214687 0.014 -0.105 -0.290
H -7.327168 -2.270162 -2.349065 -0.008 -0.267 -0.182
H -8.836290 -3.213872 -2.439871 0.063 0.130 0.160
C 5.457417 3.947043 -4.050430 0.249 -0.146 0.013
C 4.182937 3.215286 -3.734994 -0.603 0.147 0.012
O 4.173673 2.037055 -3.385639 -0.069 -0.245 0.102
N 3.008682 3.901009 -3.846514 0.891 -0.765 0.177
C 2.817330 5.276305 -4.238563 -0.572 0.112 0.023
H 6.309366 3.273604 -3.917476 -0.310 0.078 0.001
H 5.445726 4.288020 -5.089372 0.038 0.140 0.170
H 5.579208 4.795978 -3.372129 0.000 0.033 -0.216
H 2.192523 3.345208 -3.618642 0.181 0.225 -0.106
H 2.309220 5.794983 -3.420897 0.098 0.215 -0.206
H 2.176753 5.291019 -5.124515 0.121 0.291 0.042
H 3.756182 5.782795 -4.461311 -0.127 -0.201 0.066